22
Properties=species:S:1:pos:R:3 method="wB97M-V/def2-TZVPD" gap_ev=8.3 e_tot_ha=-938.99390 relative_energy_kj_mol=398.88 homo_ev=-8.44
C 2.554 0.214 -2.656
C 3.370 0.196 -1.554
C 1.165 0.042 -2.418
C 2.839 0.105 -0.307
C 0.574 -0.176 -1.165
C 1.445 -0.081 -0.084
C 1.013 -0.286 1.262
C -4.421 -0.262 1.558
C -2.947 -0.321 1.348
N -2.159 -1.137 1.831
O 1.586 0.441 2.143
Cl -2.440 1.223 0.466
H 2.839 0.654 -3.644
H 4.418 0.153 -1.716
H 0.478 -0.206 -3.352
H 3.457 0.262 0.600
H -0.595 -0.303 -1.032
H -4.685 0.758 1.550
H -4.583 -0.712 2.501
H -5.017 -0.706 0.808
H 2.271 1.053 1.827
H -1.162 -0.909 2.034

22
Properties=species:S:1:pos:R:3 method="wB97M-V/def2-TZVPD" gap_ev="8.0 / 8.0" e_tot_ha=-566.94400 relative_energy_kj_mol=312.66 charge=+1 homo_ev="-13.35 / -13.35"
C -0.882 1.716 -0.547
C 0.431 1.589 -1.088
C 1.257 0.518 -0.947
C 2.692 0.792 -0.839
N 3.444 0.137 -0.066
C 2.983 -0.990 0.577
C 1.696 -1.314 0.594
C 0.749 -0.730 -0.345
N 0.223 -1.541 -1.297
N -0.848 -2.070 -1.288
C -1.827 -1.476 -0.422
N -1.154 -0.495 0.463
C -1.574 0.838 0.231
H -1.403 2.730 -0.773
H 0.665 2.572 -1.568
H 3.169 1.754 -1.336
H 3.673 -1.544 1.159
H 1.447 -2.143 1.113
H -2.464 -1.080 -1.107
H -2.346 -2.118 0.237
H -1.073 -0.912 1.393
H -2.500 1.208 0.708

128
Properties=species:S:1:pos:R:3 method="wB97M-V/def2-TZVPD" gap_ev="7.7 / 8.5" e_tot_ha=-3053.06839 multiplicity=2 homo_ev="-8.68 / -9.52"
C 5.856 -1.264 5.546
C 5.480 -1.513 4.056
C 3.984 -1.314 3.731
C 3.549 -2.339 2.654
C 3.562 0.131 3.345
C 2.128 0.142 2.743
C 1.043 -0.562 3.601
C 0.041 0.362 4.308
C -0.800 1.206 3.350
O -1.020 0.510 2.107
C -1.386 1.315 1.096
O -1.519 0.897 0.029
C 4.478 0.672 2.178
C 5.271 1.931 2.516
C 5.814 2.460 1.160
C 6.530 1.662 3.360
N 4.416 3.009 3.069
O 5.146 4.049 3.270
C 3.618 2.608 4.267
C 4.235 3.271 5.524
C 2.223 3.274 4.118
C 3.565 1.087 4.560
H 6.320 -2.154 5.967
H 4.986 -1.000 6.142
H 6.619 -0.491 5.631
H 5.688 -2.568 3.888
H 6.161 -0.971 3.408
H 3.447 -1.572 4.650
H 3.562 -1.837 1.684
H 2.534 -2.695 2.824
H 4.214 -3.195 2.571
H 2.142 -0.364 1.780
H 1.794 1.159 2.536
H 0.448 -1.167 2.917
H 1.435 -1.253 4.347
H -0.653 -0.290 4.846
H 0.479 1.005 5.069
H -1.765 1.378 3.826
H -0.286 2.151 3.166
H -1.541 2.367 1.380
H 5.123 -0.110 1.789
H 3.830 0.943 1.341
H 4.945 2.735 0.560
H 6.524 3.268 1.286
H 6.281 1.622 0.641
H 7.184 2.527 3.366
H 6.303 1.276 4.350
H 7.059 0.861 2.841
H 5.284 3.018 5.653
H 3.686 2.858 6.379
H 4.051 4.336 5.552
H 1.510 2.890 4.841
H 2.384 4.335 4.293
H 1.878 3.193 3.087
H 4.360 0.871 5.271
H 2.645 0.917 5.120
C -4.762 4.249 -2.702
C -4.102 3.477 -1.750
C -4.202 3.798 -0.408
C -4.950 4.898 -0.009
C -5.593 5.686 -0.965
C -5.505 5.351 -2.310
C -6.361 6.896 -0.561
O -6.925 7.580 -1.389
C -6.414 7.251 0.885
C -7.078 8.406 1.278
C -7.146 8.742 2.620
C -6.558 7.921 3.577
C -5.891 6.771 3.190
C -5.808 6.437 1.844
C -5.058 5.216 1.440
O -4.541 4.499 2.275
H -4.691 3.992 -3.751
H -3.512 2.623 -2.057
H -3.694 3.194 0.331
H -6.013 5.954 -3.050
H -7.538 9.044 0.535
H -7.660 9.646 2.923
H -6.619 8.182 4.625
H -5.430 6.135 3.933
C 0.829 -3.129 0.445
C 0.213 -1.907 0.191
C 0.255 -1.356 -1.078
C 0.925 -2.024 -2.098
C 1.563 -3.241 -1.838
C 1.503 -3.794 -0.566
C 2.322 -3.945 -2.905
O 2.874 -5.004 -2.684
C 2.399 -3.317 -4.254
C 3.149 -3.933 -5.248
C 3.220 -3.370 -6.510
C 2.534 -2.192 -6.789
C 1.788 -1.572 -5.803
C 1.724 -2.126 -4.527
C 0.948 -1.433 -3.462
O 0.349 -0.404 -3.705
H 0.786 -3.561 1.437
H -0.302 -1.386 0.984
H -0.227 -0.411 -1.275
H 1.986 -4.742 -0.367
H 3.680 -4.850 -5.033
H 3.810 -3.849 -7.282
H 2.585 -1.757 -7.780
H 1.259 -0.654 -6.025
C -1.318 -2.449 -5.649
C -1.102 -3.103 -6.859
C -1.828 -4.239 -7.175
C -2.767 -4.735 -6.278
C -2.967 -4.093 -5.054
C -2.247 -2.943 -4.749
C -3.932 -4.635 -4.059
O -4.111 -4.075 -2.997
C -4.669 -5.885 -4.394
C -5.533 -6.437 -3.457
C -6.235 -7.592 -3.760
C -6.083 -8.196 -5.004
C -5.219 -7.652 -5.940
C -4.503 -6.501 -5.636
C -3.552 -5.947 -6.639
O -3.417 -6.475 -7.724
H -0.760 -1.559 -5.405
H -0.365 -2.724 -7.555
H -1.664 -4.744 -8.118
H -2.411 -2.438 -3.806
H -5.654 -5.966 -2.491
H -6.904 -8.024 -3.026
H -6.638 -9.095 -5.241
H -5.097 -8.123 -6.906